{"formula": "C9H8N2O2", "method": "the ωB97M-V functional and the def2-TZVPD basis", "e_tot_ha": -607.742864, "smiles": "N#CNC(=O)OCc1ccccc1", "multiplicity": 1, "max_force_ev_per_a": 2.3, "e_above_lowest_kcal_mol": 29.5, "lumo_ev": 0.57, "symbols": ["N", "C", "N", "C", "O", "O", "C", "C", "C", "C", "C", "C", "C", "H", "H", "H", "H", "H", "H", "H", "H"], "coordinates": [[-1.321681, -4.421372, -1.175464], [-0.903004, -3.484136, -1.722477], [-0.431093, -2.450672, -2.441442], [-0.590866, -1.137470, -2.026400], [0.008932, -0.227569, -2.589155], [-1.340820, -1.033261, -0.951154], [-1.495358, 0.288306, -0.418620], [-0.339197, 0.699356, 0.474257], [-0.359416, 0.516876, 1.896722], [0.760702, 0.971698, 2.637796], [1.796956, 1.646167, 2.054080], [1.733972, 1.954400, 0.696099], [0.708527, 1.450396, -0.044132], [0.224247, -2.559818, -3.199007], [-2.432327, 0.242396, 0.161577], [-1.609006, 0.941711, -1.249357], [-1.093547, -0.128160, 2.390009], [0.871887, 0.739084, 3.710085], [2.611169, 1.973220, 2.731441], [2.554946, 2.438099, 0.189358], [0.644979, 1.580749, -1.124216]], "forces_ev_per_angstrom": [[0.601, 1.324, -0.617], [-0.474, -1.504, 0.199], [-0.374, 0.219, 0.428], [1.709, 1.501, -0.575], [-1.100, -1.176, 0.491], [-0.253, -0.776, -0.063], [-0.053, -0.189, 1.390], [-0.527, 0.414, 2.176], [1.186, -0.400, -1.042], [-1.224, -1.052, 0.600], [0.629, 0.969, 0.227], [1.082, -0.383, 0.613], [-1.121, -0.360, -1.597], [-0.037, -0.312, 0.027], [0.440, 0.002, -0.295], [-0.074, 0.760, -0.547], [0.017, 0.474, -0.244], [-0.445, 0.096, -0.602], [-0.392, -0.161, -0.849], [0.013, 0.292, 0.079], [0.396, 0.262, 0.203]], "nbo_charge": [-0.326, 0.418, -0.673, 0.903, -0.630, -0.485, -0.088, -0.077, -0.188, -0.218, -0.198, -0.216, -0.191, 0.446, 0.209, 0.211, 0.218, 0.216, 0.218, 0.219, 0.232]}